{"formula": "C4H4N2S", "method": "ωB97M-V with the def2-TZVPD basis set", "relative_energy_ev": 0.489, "homo_energy_ev": [-7.10, -8.95], "e_tot_ha": -662.37824, "fmax_ev_per_a": 5.0, "spin_multiplicity": 3, "elements": ["C", "C", "C", "C", "N", "N", "S", "H", "H", "H", "H"], "xyz": [[1.3791, -1.0565, 0.0013], [0.0050, -1.1079, -0.0125], [0.6783, 0.9432, 0.0440], [-1.8792, 0.6388, -0.0668], [1.7782, 0.2434, -0.0115], [-0.5131, 0.2552, 0.0278], [-3.2094, -0.2457, 0.0391], [1.9491, -1.9357, -0.2657], [-0.4673, -2.0745, 0.0456], [0.5589, 2.0535, 0.2521], [-1.8743, 1.6170, -0.4395]], "forces_ev_per_angstrom": [[-2.233, 0.079, -1.154], [0.260, 0.442, 0.458], [-0.999, 3.169, 0.600], [4.560, 1.395, 0.185], [0.035, 0.805, 0.351], [1.328, -4.804, 0.112], [-2.257, -1.847, 0.233], [0.552, 0.304, 0.540], [-1.103, 0.441, -0.206], [0.699, -1.472, -0.654], [-0.842, 1.487, -0.465]], "lowdin_charge": [-0.18, -0.08, -0.21, -0.68, 0.05, -0.11, 0.82, 0.10, 0.10, 0.14, 0.05]}